The following is a DFT calculation (the ωB97M-V functional and the def2-TZVPD basis) of a molecular structure, C14H19N4O4RuS.

The geometry in ORCA input format:
```
! RIJCOSX wB97M-V def2-TZVPD def2/J DEFGRID3
* xyz 3 5
H -3.122 -6.997 -3.343
C 0.370 -2.895 0.422
H 1.981 1.931 3.051
Ru -0.749 0.042 0.891
O -2.037 0.057 -3.025
N -1.689 1.753 0.575
C 1.444 -0.759 2.753
N -2.193 -0.150 -0.548
H 2.356 -1.008 2.187
H -4.414 3.572 -1.327
H -4.537 -5.203 -2.554
C -1.313 -4.203 -3.230
C -1.863 3.043 0.813
O -4.270 -0.381 -2.007
H 1.102 -2.493 -0.287
N -2.328 -6.367 -3.418
H -0.618 -2.192 -3.026
H 0.824 -3.707 0.992
C -2.430 -5.092 -3.092
H -1.243 3.499 1.583
H 1.710 -0.592 3.807
C -2.806 3.801 0.132
H -1.463 -6.764 -3.776
H -0.492 -3.282 -0.128
H 0.796 -2.827 2.932
H -4.700 -2.814 -1.918
H 2.685 1.195 1.598
O -0.107 -1.873 1.295
C -3.763 -3.235 -2.253
H -0.387 -4.573 -3.648
C -3.670 -4.559 -2.610
O 0.848 0.415 2.195
H 1.265 2.275 1.448
C 0.383 -1.855 2.642
N -3.397 1.836 -1.013
S -2.883 -0.634 -2.121
H -2.943 4.856 0.324
C 1.748 1.513 2.066
H -0.478 -1.609 3.289
C -2.481 1.133 -0.375
C -1.433 -2.882 -2.876
C -2.641 -2.410 -2.351
C -3.596 3.099 -0.788
*
```

Results
Lowest unoccupied orbital energy (alpha / beta): -9.6 / -12.5 eV
⟨S²⟩: 6.0717

Löwdin atomic charge list, values in e, 6 entries:
1 H 0.17
2 C -0.02
3 H 0.12
4 Ru 1.49
5 O -0.21
6 N -0.04


The following is a DFT calculation (the ωB97M-V functional and the def2-TZVPD basis) of a gas-phase ion, C15H22NO3 (charge +1).

The geometry in ORCA input format:
```
! RIJCOSX wB97M-V def2-TZVPD def2/J DEFGRID3
* xyz 1 1
C 2.124 -1.869 -0.257
C 3.101 -1.684 0.721
H -1.802 4.071 -2.440
C -3.266 3.283 -1.187
H -1.644 2.503 1.052
H -1.265 0.254 3.421
H -0.201 -2.169 1.455
H -2.922 0.214 1.236
C -0.558 0.534 2.726
H 1.235 0.099 1.396
H -2.017 -0.141 -0.382
C 2.443 -2.731 -1.333
H -0.744 1.532 2.477
H -1.835 -2.094 1.165
C -2.310 3.116 -2.288
O 0.071 -1.599 -0.984
C 4.683 -3.094 -0.470
H 2.948 -0.959 1.500
C -1.363 1.963 -2.177
O -3.250 2.159 -0.295
H -0.475 2.131 -2.777
H 5.592 -3.596 -0.769
H -2.956 4.088 -0.632
C 0.942 -1.073 -0.295
H -4.233 3.557 -1.590
C -1.994 0.337 0.656
C 0.480 -0.049 0.675
H 1.788 -2.777 -2.201
C 4.429 -2.214 0.641
H -2.956 2.772 -3.074
H 5.195 -1.977 1.335
H -1.281 -1.746 2.855
H 3.972 -3.862 -2.217
C -1.987 1.799 0.260
C 3.701 -3.205 -1.453
H -1.789 0.992 -2.455
H 0.524 0.941 0.241
H 0.440 0.338 3.038
C -1.060 -1.650 1.769
O -0.951 1.980 -0.782
N -0.809 -0.176 1.438
*
```

Results
Lowest unoccupied orbital energy: -3.4 eV
SMILES: C[N+](C)(CC(=O)c1ccccc1)CC1OCCCO1
ΔE to the lowest compared entry with this formula, charge and spin: 452.9 kJ/mol

natural (NBO) atomic charge list, values in e, 6 entries:
1 C -0.19
2 C -0.16
3 H 0.23
4 C -0.05
5 H 0.16
6 H 0.23


The following is a DFT calculation (the ωB97M-V functional and the def2-TZVPD basis) of 6 unconnected molecules or ions with the total composition C16H41O11S.

The geometry in ORCA input format:
```
! RIJCOSX wB97M-V def2-TZVPD def2/J DEFGRID3
* xyz -1 1
C 5.456 -0.389 0.236
H 2.295 3.383 6.365
O -0.670 -0.768 -0.715
H 1.606 -0.596 -3.056
H -7.726 -2.259 1.406
C -3.721 -0.751 1.826
H 4.068 3.345 6.244
C 3.002 1.592 4.367
H 4.853 -1.288 -5.340
O -0.253 1.372 -4.280
H 2.146 3.499 3.859
H 3.594 2.787 -4.786
H 2.364 0.243 -5.542
O 2.795 0.257 -4.676
H -10.143 -2.759 0.930
H -2.712 -1.938 3.328
S -0.260 0.004 -1.972
H -9.678 -3.433 -0.648
H -4.190 -0.088 2.560
O -2.518 -0.123 1.397
C 4.732 0.590 1.147
H 2.939 1.196 3.350
C 4.137 0.696 -4.859
H 5.753 2.363 0.421
H -5.590 -1.401 0.937
H 2.143 1.230 4.938
H -4.294 -2.585 2.837
H -9.430 -1.723 -0.326
H 2.954 0.144 0.467
C -4.649 -0.934 0.636
O -2.617 1.359 -4.371
C -3.389 -2.084 2.481
C -9.397 -2.716 0.131
H 3.192 4.776 5.722
C 4.869 -0.281 -5.767
C -8.004 -3.013 0.663
H -8.635 -4.491 2.122
O 2.141 -0.210 -2.315
C 4.733 1.994 0.562
H 5.153 2.472 -5.581
H -7.298 -3.589 -1.065
H -4.869 0.029 0.169
O -7.062 -2.926 -0.402
H -8.163 -5.172 0.550
C 3.150 3.683 5.753
H 4.217 2.016 -0.404
H 4.967 3.206 4.000
O 1.304 0.700 -1.730
H -4.181 -1.558 -0.132
H 5.211 0.601 2.131
C 3.045 3.112 4.347
H 3.916 1.181 4.811
H -2.093 -0.704 0.745
C 4.134 2.099 -5.443
H 4.199 2.684 1.221
H 5.910 0.021 -5.914
O 4.166 3.544 3.576
H 6.498 -0.092 0.085
H -2.877 -2.747 1.776
C -1.412 1.355 -3.708
C -7.933 -4.397 1.289
O 3.387 0.157 1.334
H 3.621 2.119 -6.411
H 4.612 0.708 -3.874
H 4.965 -0.450 -0.741
O -1.354 1.290 -2.231
H -6.924 -4.601 1.656
H 5.437 -1.396 0.663
H 4.382 -0.344 -6.746
*
```

Results
Lowest unoccupied orbital energy: 2.5 eV

natural (NBO) atomic charge list, values in e, 6 entries:
1 C -0.63
2 H 0.21
3 O -0.93
4 H 0.47
5 H 0.18
6 C 0.10


The following is a DFT calculation (the ωB97M-V functional and the def2-TZVPD basis) of 2 unconnected molecules or ions with the total composition C3H12NOS2.

The geometry in ORCA input format:
```
! RIJCOSX wB97M-V def2-TZVPD def2/J DEFGRID3
* xyz 1 1
H 0.561 2.278 -2.513
H 1.405 0.773 -1.842
H 2.576 1.179 2.239
H -0.096 -2.955 1.912
C -0.619 0.813 -1.538
H -0.697 0.084 -2.340
H 1.272 -2.167 1.194
H 1.553 0.110 1.938
O 1.688 1.071 1.898
N 1.036 2.484 -0.504
H -1.429 1.551 -1.759
H 1.630 3.231 -0.859
H 0.752 -3.579 0.519
S -1.030 -1.817 0.247
H 1.573 1.939 0.198
S -1.097 0.087 0.046
C 0.693 1.605 -1.657
C 0.336 -2.669 0.956
H 0.200 2.879 -0.066
*
```

Results
Lowest unoccupied orbital energy: -3.4 eV
ΔE to the lowest compared entry with this formula, charge and spin: 148.1 kJ/mol

natural (NBO) atomic charge list, values in e, 6 entries:
1 H 0.23
2 H 0.24
3 H 0.49
4 H 0.24
5 C -0.60
6 H 0.27


The following is a DFT calculation (the ωB97M-V functional and the def2-TZVPD basis) of a single C2H2F2O3 molecule.

The geometry in ORCA input format:
```
! RIJCOSX wB97M-V def2-TZVPD def2/J DEFGRID3
* xyz 0 1
F -0.206 -1.494 0.845
O 1.084 1.553 0.291
H -0.676 -1.419 -1.511
H -0.809 1.442 0.971
O -0.827 -0.525 -1.234
F 1.936 -0.288 -0.639
C -0.334 -0.253 0.274
C 0.994 0.437 0.003
O -1.161 0.548 1.001
*
```

Results
Lowest unoccupied orbital energy: 0.5 eV
SMILES: O=C(F)C(O)(O)F
ΔE to the lowest compared entry with this formula, charge and spin: 109.0 kJ/mol

natural (NBO) atomic charge list, values in e, 6 entries:
1 F -0.32
2 O -0.51
3 H 0.48
4 H 0.51
5 O -0.76
6 F -0.30


The following is a DFT calculation (the ωB97M-V functional and the def2-TZVPD basis) of a molecular structure, C15H22GeN2O5W.

The geometry in ORCA input format:
```
! RIJCOSX wB97M-V def2-TZVPD def2/J DEFGRID3
* xyz 2 1
H 1.584 -4.344 2.411
H -0.882 0.206 3.523
C 0.165 4.113 2.458
C -1.160 1.533 -2.003
O -2.210 -2.398 -0.098
O -1.226 1.548 -0.512
C -3.340 2.201 -1.322
C 2.532 -1.374 1.902
O -0.055 -1.743 -2.963
H 2.742 2.794 4.023
N 1.230 -1.386 1.408
H 2.022 1.994 0.645
H 1.583 2.082 5.151
C 1.169 1.491 1.110
H -0.206 4.597 3.363
H -3.585 3.093 -0.751
H -3.517 -0.594 -1.459
C -2.573 -0.214 -1.072
C -2.660 1.172 -0.436
O -1.412 -0.625 1.037
Ge 0.534 2.252 2.886
H -1.912 3.515 -2.346
H 3.716 -3.009 2.818
H -1.361 1.656 4.397
N 1.694 -3.371 2.159
H 1.074 4.627 2.150
C 0.764 -2.632 1.575
H -4.267 1.804 -1.734
H -2.969 1.169 0.604
H -2.063 -0.068 -3.225
C -2.084 -1.220 -0.025
C -1.063 1.276 3.418
O 0.692 -0.305 -1.339
H -0.590 4.225 1.681
H -1.909 1.432 2.749
W 0.238 0.105 0.356
H -0.222 -2.976 1.299
C 2.827 -2.609 2.363
H 3.136 -0.484 1.887
C 1.996 2.011 4.144
C -2.267 2.488 -2.397
H 2.488 1.043 4.052
H -2.607 2.301 -3.414
C -1.561 0.067 -2.269
C -0.330 -0.818 -2.317
H -0.158 1.809 -2.314
*
```

Results
Lowest unoccupied orbital energy: -8.0 eV
ΔE to the lowest compared entry with this formula, charge and spin: 11.9 kJ/mol

natural (NBO) atomic charge list, values in e, 6 entries:
1 H 0.47
2 H 0.24
3 C -1.07
4 C 0.11
5 O -0.46
6 O -0.56


Number 1: total energy -1556.74775 hartree. Number 2: total energy -864.87587 hartree. Number 3: total energy -1859.94233 hartree. Number 4: total energy -1047.59167 hartree. Number 5: total energy -502.84990 hartree. Number 6: total energy -3213.95594 hartree.